Entry 1:
Molecular formula: C29H34N3O2
Method: DFT, ωB97M-V/def2-TZVPD

2S+1 ... 1
SMILES ... COc1ccc([C@@H](/C=C/N2[C@H](Cc3ccccc3)C(=O)N(C)C2(C)C)[n+]2ccc(C)cc2)cc1
Charge ... +1
LUMO level ... -0.1303 Eh

Positions of all 68 atoms, in Å:
1 C 4.9372 1.1515 0.3026
2 H 2.7165 -6.1083 -3.5787
3 H -0.0678 -4.4738 -2.3492
4 C 1.9949 -4.1759 -2.9658
5 H -7.2224 -1.3857 2.6592
6 H 0.0455 4.0209 1.7693
7 H -5.5457 0.3556 -1.7021
8 C 0.8319 -2.8274 -1.3459
9 H 1.0545 -5.7885 -4.0274
10 C -0.6053 -0.0518 0.7736
11 C -3.4802 2.1464 1.2866
12 C 3.0930 -3.3464 -2.7482
13 H 8.8843 1.5643 0.3209
14 C 1.7346 -1.0665 0.2198
15 N -2.4811 3.0497 1.0536
16 C 0.7240 0.0246 0.4357
17 C 5.4847 -1.1156 1.0211
18 C 0.8420 -3.8830 -2.2302
19 H 2.3614 -5.0447 -4.9220
20 C 4.1339 -1.4170 1.0960
21 H -3.3533 0.3029 -0.8931
22 H -0.3519 4.0275 -0.3833
23 H 7.4477 2.0569 -0.6426
24 C -0.5761 2.9574 -0.4718
25 H 3.8498 -2.3507 1.6097
26 O 7.2555 0.3965 0.6236
27 C 7.7971 1.7015 0.3355
28 C -3.5361 -0.1320 0.1038
29 C -5.9335 0.0083 -0.7379
30 H -8.0140 0.2410 -1.2737
31 C 3.0087 -2.2919 -1.8606
32 C -5.0296 -0.3235 0.2814
33 H -4.7669 -1.1652 2.2409
34 H -1.3128 2.8325 -1.2822
35 C 3.1726 -0.5382 0.5661
36 N -1.4770 1.0131 0.8905
37 H -2.3809 4.9146 0.0909
38 H -3.0323 -1.1169 0.1226
39 N 1.8601 -1.9432 -1.2129
40 H 2.8816 1.6261 0.2031
41 H -0.0259 -2.6572 -0.6958
42 C 5.9095 0.1792 0.6258
43 H -3.0213 0.2302 2.1653
44 C -6.8769 -0.9902 1.7026
45 H 0.6666 2.4032 2.1140
46 H -0.7889 3.0115 2.9484
47 C -1.1564 2.4864 0.8609
48 C -2.8906 0.7482 1.1886
49 H 6.2577 -1.8404 1.2627
50 H 1.4057 -1.9335 0.8957
51 H 3.8830 -1.6795 -1.6319
52 O -4.6575 2.4205 1.4952
53 H 1.1137 1.0469 0.4190
54 C -7.3142 -0.0907 -0.5026
55 H -2.2347 4.9758 1.8609
56 C 2.0314 -5.3311 -3.9207
57 H 0.3459 2.4205 -0.7192
58 H -3.8129 4.6442 1.1104
59 H -8.8579 -0.7277 0.8776
60 C 3.5745 0.7970 0.3428
61 H 5.2499 2.1717 0.0503
62 H 7.5365 2.4083 1.1333
63 C -2.7342 4.4636 1.0272
64 H -1.0644 -1.0191 1.0996
65 C -7.7800 -0.6094 0.7074
66 C -0.2490 2.9897 1.9935
67 C -5.4968 -0.8579 1.4847
68 H 4.0424 -3.5054 -3.2752

Mulliken population analysis, charges in e, atoms 1 to 2: atom 1 (C): -0.54, atom 2 (H): 0.33


Entry 2:
Molecular formula: C20H56NO15
Method: DFT, ωB97M-V/def2-TZVPD

2S+1 ... 1
Charge ... -1
LUMO level ... 0.0947 Eh

Positions of all 92 atoms, in Å:
1 H 0.7850 -3.7581 0.3547
2 C -3.3914 1.9468 -1.6173
3 H 4.6708 -2.2329 -0.5954
4 H -0.4786 1.0198 -3.6434
5 H 2.0420 -2.7339 1.7624
6 H -0.5585 3.6903 -0.1908
7 H 3.3155 -3.2157 -0.2080
8 O -0.1184 4.7091 3.5117
9 H 3.1848 -1.0688 -3.9615
10 O -4.0921 -3.0459 0.9731
11 H -3.3621 -1.1609 0.5878
12 H -0.6051 -4.9728 -1.2632
13 O 1.7536 -2.5793 -2.2137
14 H 4.5959 -1.7024 1.7078
15 H 3.2138 -3.5262 3.5397
16 H -4.7619 -1.2308 1.6681
17 H -4.4385 1.0527 0.0332
18 H -3.0042 0.9711 -1.9306
19 O -4.6955 3.0872 0.0646
20 C -2.5354 4.6028 3.5046
21 C -0.9989 -4.7723 -0.2538
22 H 1.1080 -2.2157 3.0748
23 H 1.0810 -1.9472 -1.9179
24 C 3.7477 -1.7522 -3.3210
25 H 0.7397 -5.5357 0.5856
26 H 0.1294 -2.3085 -5.6727
27 H 3.9618 -0.1197 1.7726
28 H 1.3674 -1.5012 -7.2852
29 H 2.0162 4.7429 -1.5334
30 O -1.8064 -3.6066 -0.3871
31 H 4.6871 -1.2088 -3.1617
32 H 1.5724 -1.0472 1.8068
33 O -0.4927 -1.1204 -1.1128
34 O -0.5046 0.6965 -4.5569
35 H 5.1219 -0.6517 3.0400
36 H -3.2339 -3.3728 0.6133
37 C 3.1634 -1.5660 3.2364
38 H -1.5647 2.5791 -1.6612
39 H 1.3487 5.5654 0.7346
40 H 0.3984 5.3005 -1.9064
41 H -4.1130 3.8421 -0.1111
42 H -4.2464 2.1601 -2.2654
43 C 0.9695 4.4376 -1.5456
44 C 0.0953 -1.2205 -5.8461
45 H -0.7702 -3.5909 2.0317
46 H 0.7641 3.6331 -2.2533
47 H -2.6597 5.4619 4.1667
48 C -1.1563 2.5698 3.0263
49 C 1.9209 -1.8679 2.4313
50 H -0.4674 -1.2324 -3.8309
51 O -0.2183 0.9956 -1.5942
52 H -0.8845 -1.0678 -6.3174
53 H -1.2504 -2.8124 -0.5741
54 C 0.4676 4.0523 -0.1768
55 C -3.8249 -1.7299 1.4151
56 O 3.7339 -2.7669 3.8249
57 O 0.4514 5.2128 0.7011
58 O -1.5094 -1.9149 2.2209
59 C 1.3744 3.0005 0.4280
60 H -2.4667 4.9877 2.4803
61 H -1.6001 -5.6341 0.0276
62 C -3.8678 1.9579 -0.1877
63 H -1.2787 2.7778 1.9551
64 H -0.3653 1.8489 3.2283
65 N -0.5435 0.1074 -0.7716
66 O -0.2327 -4.4132 2.0137
67 C 0.1119 -0.5906 -4.5066
68 H 2.8819 -0.9328 4.0880
69 C -2.8585 -1.6839 2.5807
70 H -3.1353 -2.4128 3.3461
71 H -0.1089 4.8054 2.5375
72 C 3.8875 -2.8436 -1.0587
73 H -2.9963 1.9249 0.4793
74 C 3.0466 -2.0222 -2.0274
75 O -0.9400 0.4589 0.3623
76 H 2.9078 -1.0745 -1.4777
77 H -2.0598 1.9543 3.2023
78 H 3.9739 -2.6636 -3.8776
79 C 4.2728 -0.9363 2.4258
80 H -1.1840 -1.1220 1.7439
81 C -1.2321 3.8640 3.8246
82 O -2.4357 2.9693 -1.8291
83 H 1.3833 2.1214 -0.2237
84 C 0.1714 -4.6050 0.6755
85 H -1.2053 3.6155 4.8905
86 H 1.1278 -0.5339 -4.1103
87 H 4.3794 -3.6987 -1.5369
88 H 1.1170 2.7526 1.4494
89 H 2.4041 3.3792 0.3787
90 H -3.4377 3.9910 3.5566
91 O 1.2133 -0.8168 -6.6294
92 H -2.9686 -0.7050 3.0816

Mulliken population analysis, charges in e, atoms 1 to 2: atom 1 (H): -0.11, atom 2 (C): -0.26


Entry 3:
Molecular formula: C30H61N9O10
Method: DFT, ωB97M-V/def2-TZVPD

2S+1 ... 2
Charge ... +1
LUMO level (alpha / beta) ... -0.1225 / -0.3109 Eh

Positions of all 110 atoms, in Å:
1 C -4.3825 -2.0225 -0.6413
2 H -7.3248 -0.4739 -0.0534
3 H 1.5731 1.7897 -6.3498
4 C -1.8060 -2.2700 -6.5192
5 C -2.6165 -0.4079 3.1080
6 C -6.3762 -0.4946 -0.5899
7 H 4.8337 1.8938 -3.8400
8 H -0.8972 -0.6179 -0.7478
9 H 0.5601 -4.0093 -1.9886
10 C -3.7161 -2.8333 -4.5584
11 C 3.3373 0.3433 -5.1341
12 O 1.7365 3.4167 -5.1347
13 H 0.9121 4.7829 -0.0465
14 H 4.3966 0.4349 -5.3743
15 H -0.6634 3.4694 3.9521
16 H -4.0881 -3.0415 -0.3460
17 H 5.7647 2.0580 1.7010
18 C 2.0312 2.2660 -5.4692
19 C 0.1260 -0.9902 -0.7985
20 N -3.6521 -1.2190 3.7641
21 H -5.4726 -3.3700 1.0628
22 N -0.0973 2.8134 5.8227
23 C 0.5820 -0.0373 1.3964
24 C 5.4010 2.7487 4.7603
25 H -3.1140 0.5202 2.8265
26 N 0.6260 -5.1697 -3.7768
27 H 3.5844 1.9118 -2.6138
28 H 2.8323 -0.0395 -6.0209
29 C 0.7174 4.8882 1.0208
30 H 6.2920 3.3926 4.6994
31 H 1.0945 4.4579 5.5411
32 C -1.5025 -1.9548 -5.1592
33 H -0.1276 5.4913 1.3530
34 H 3.4863 3.2210 -3.6360
35 N -0.1627 -1.3343 -4.9184
36 H 2.5770 3.2213 1.7731
37 N 5.4538 1.8575 3.7717
38 C -3.0265 -2.7837 -6.9112
39 H -5.5193 -1.5414 4.5397
40 H 3.8356 4.3904 2.4127
41 H -1.0022 1.8596 4.2410
42 H -4.9937 -3.2559 -6.2405
43 C 3.0795 4.1814 1.6559
44 H -3.1412 -2.6747 -7.9796
45 H 0.0858 -2.0310 -0.4773
46 H -2.8140 -2.4020 5.0895
47 H -6.6265 -0.2411 -1.6200
48 C -6.1815 -2.6459 0.6611
49 H 1.2629 7.0509 2.2441
50 H 2.4029 -0.0225 -1.4335
51 H -6.7829 -2.0969 1.3857
52 O 0.0160 -0.7169 -3.8661
53 H -4.3949 -2.8966 -3.7208
54 H 0.6372 2.0735 3.9914
55 C -3.9827 -3.0564 -5.9174
56 C 4.6468 0.6510 3.7257
57 O 4.6322 2.6413 5.6560
58 N 1.1370 -0.2868 0.0616
59 H 0.4056 -6.5874 -5.3643
60 H 1.2766 0.4794 2.0586
61 C 2.2851 0.2165 -0.3652
62 H 1.8871 3.0229 6.2067
63 C 2.1343 6.4061 2.4366
64 H -2.5009 -2.9614 3.4541
65 O -3.5683 -1.2669 -1.2137
66 C 1.9094 -5.0408 -3.8986
67 C -0.2009 -5.8695 -4.8122
68 H 0.4635 -1.1979 -1.8139
69 H 0.5065 -0.9514 1.9853
70 H 0.9258 4.0374 7.2765
71 H -1.0117 -6.4457 -4.3665
72 O 3.0751 0.7695 0.3402
73 H -1.6682 -0.3088 3.6361
74 H 3.1224 -0.3808 -4.3482
75 H -2.3841 -1.9437 -3.1608
76 H 5.3574 -0.0805 3.3412
77 H 7.0445 1.2574 2.7110
78 O 2.5596 -4.3490 -3.0541
79 C -2.5346 -2.2215 -4.1936
80 O -5.4533 0.3351 3.7550
81 H -5.8939 0.2915 -0.0089
82 H -1.5766 1.5314 6.2244
83 H -0.9560 -2.1023 -7.1642
84 H 3.8339 0.9073 3.0462
85 H 2.4223 -5.7193 -4.5978
86 C -0.0818 -4.6674 -2.5744
87 H 6.7115 3.0640 2.7434
88 H -0.2039 -5.5349 -1.9258
89 H 3.4992 4.2204 0.6507
90 C -0.2175 2.5938 4.4237
91 H 4.3635 0.2288 4.6899
92 N -5.5961 -1.7103 -0.2986
93 H -0.3494 0.5286 1.4161
94 C -0.9501 2.2789 6.7351
95 N 2.9715 1.6249 -4.7652
96 O 3.1904 6.8153 3.0751
97 H 0.3075 3.9538 1.4041
98 O 0.8012 -1.6389 -5.6022
99 H -2.3852 -0.9502 2.1911
100 H -1.0371 -4.1851 -2.7813
101 H -0.5077 -5.0390 -5.4480
102 C -4.9322 -0.7625 4.0291
103 H -6.9240 -3.2862 0.1849
104 C -3.2720 -2.5628 4.1135
105 N 1.9677 5.1901 1.8294
106 C 6.3063 2.0567 2.6470
107 C 0.9945 3.6461 6.2615
108 H -4.0362 -3.3181 4.2967
109 C 3.7985 2.1768 -3.6492
110 O -1.0681 2.5600 7.9097

Mulliken population analysis, charges in e, atoms 1 to 2: atom 1 (C): -0.06, atom 2 (H): 0.38


Q: Among the records above, which one has the highest 2S+1?
A: C30H61N9O10